This record from the Open Molecules 2025 dataset describes 8 unconnected molecules or ions with the total composition C44H77NO28P3S2 at a distorted geometry. The level of theory is the ωB97M-V functional and the def2-TZVPD basis.

Geometry as XYZ:
```
155
Properties=species:S:1:pos:R:3:forces:R:3
C 0.60166 5.97718 -3.69366 0.685 -0.061 -0.291
C 0.27955 5.35917 -5.05758 -0.441 -0.563 0.319
C -1.17979 5.52092 -5.58462 0.837 0.628 -0.070
C -2.20797 6.10218 -4.62034 -0.865 -0.462 -0.110
C -2.79641 5.12534 -3.55933 0.670 0.216 0.154
C -2.22940 3.70197 -3.53654 -0.969 -0.368 0.206
C -2.83304 2.75000 -4.59365 1.019 -0.246 -0.249
C -3.04460 1.31286 -4.08962 0.112 0.003 -0.150
C -1.89158 0.73625 -3.26876 0.041 0.366 0.285
C -0.52030 0.73915 -3.93403 -0.140 -0.770 -0.174
C 0.49957 -0.07175 -3.12287 0.190 0.231 -0.021
C 0.63871 0.40256 -1.68426 0.151 0.419 0.405
P 2.25738 -0.27608 -0.93019 0.037 -0.098 -2.958
O 2.53845 1.14476 0.10594 -0.024 0.081 0.732
C 2.70479 0.66893 1.38889 -0.616 -0.275 0.364
P 3.29015 1.97020 2.58837 1.885 0.190 -0.110
C 2.60791 1.70403 4.29013 -0.556 0.007 -0.371
C 2.81695 3.64159 1.99066 -0.984 0.021 0.069
C 1.53675 -0.31580 1.66310 0.012 -0.204 -0.323
S -0.19921 0.32390 1.74647 -0.106 0.296 0.085
C -0.27322 1.98993 2.45837 -0.056 -0.621 0.272
C -0.45707 2.12607 3.95312 0.630 0.673 0.217
O -0.13612 3.13199 4.54150 -0.583 -0.349 -0.111
O -1.00804 1.05685 4.58860 -0.247 0.042 -0.412
C -2.13496 1.32887 5.41911 -0.069 0.083 0.254
C -3.41072 0.83954 4.73958 -0.617 0.661 -0.118
C -4.66446 1.63715 5.18481 0.471 -0.244 0.021
O -3.56547 -0.58882 4.81942 0.374 0.037 0.063
C -3.53827 -1.12563 6.06496 0.121 -0.575 0.451
O -4.30415 -0.85806 6.94908 0.235 0.346 -0.326
C -2.42137 -2.16458 6.19079 -0.482 0.285 0.101
S -2.14392 -2.75246 7.87429 0.096 -0.258 0.115
P 1.86198 -1.70265 2.94936 -0.581 -0.915 -0.870
N 3.43986 -1.35711 3.64229 -0.751 0.364 0.297
O 0.76101 -1.50973 4.20125 1.157 0.210 0.276
O 1.46723 -1.07391 0.48324 0.373 0.221 0.886
H 1.69030 6.04264 -3.60334 -0.037 0.000 0.055
H 0.22091 6.98956 -3.56563 -0.145 -0.042 0.053
H 0.28489 5.32774 -2.87749 -0.308 0.199 0.053
H 0.99786 5.70212 -5.80299 -0.092 0.169 -0.038
H 0.47257 4.28671 -4.95814 0.144 0.019 -0.042
H -1.51375 4.56700 -5.98470 -0.147 0.020 0.051
H -1.13366 6.19864 -6.44171 -0.088 -0.006 0.006
H -1.83388 6.99484 -4.12025 0.177 -0.019 -0.049
H -3.04353 6.45418 -5.23314 0.069 0.017 -0.045
H -3.88130 5.05478 -3.65895 -0.008 0.007 -0.065
H -2.62037 5.56156 -2.57027 -0.026 -0.016 -0.006
H -1.14260 3.67834 -3.57141 0.049 0.108 -0.041
H -2.50144 3.27721 -2.56507 0.044 0.101 0.059
H -2.12430 2.67059 -5.42754 -0.079 0.163 -0.065
H -3.74404 3.17168 -5.02153 -0.118 -0.070 0.138
H -3.16179 0.63607 -4.94663 -0.198 0.160 -0.105
H -3.96742 1.27469 -3.51805 0.002 -0.091 0.081
H -1.77799 1.27022 -2.32168 -0.212 0.029 0.011
H -2.15182 -0.28797 -2.98235 0.048 -0.048 -0.057
H -0.60915 0.26619 -4.92380 0.025 0.153 -0.038
H -0.13987 1.75041 -4.09573 -0.069 0.079 0.070
H 1.47599 0.03397 -3.61093 0.019 -0.152 0.023
H 0.24789 -1.13551 -3.15537 -0.062 -0.022 -0.010
H 0.74992 1.49590 -1.72794 -0.136 -0.008 0.258
H -0.25308 0.16208 -1.10146 0.068 0.023 0.033
H 2.92741 0.40388 -2.00629 -0.064 -0.202 -0.011
H 2.04122 -1.46212 -1.68252 0.019 -0.166 0.168
H 3.57927 -0.84019 -0.60159 -0.166 0.274 1.014
H 3.56524 -0.02582 1.36690 0.044 0.016 0.100
H 2.18596 2.61819 4.70463 0.051 0.025 -0.053
H 3.42453 1.37334 4.92649 -0.010 -0.057 0.029
H 1.81664 0.95076 4.28464 -0.029 0.039 0.125
H 2.11846 3.62539 1.15037 0.100 -0.159 -0.047
H 3.69588 4.19555 1.67457 0.101 -0.103 0.073
H 2.32207 4.18318 2.80209 0.098 0.059 -0.001
H -1.19033 2.41362 2.03351 0.011 -0.018 -0.056
H 0.53960 2.62754 2.12824 0.032 -0.022 0.041
H -1.96229 0.86058 6.39096 -0.101 -0.080 -0.018
H -2.23999 2.39816 5.60519 0.227 0.052 -0.105
H -3.28004 1.03595 3.67655 0.132 -0.296 -0.071
H -5.43633 0.97187 5.55624 -0.017 0.006 0.029
H -5.04748 2.20130 4.33627 -0.074 0.029 0.037
H -4.39514 2.34622 5.96719 -0.188 -0.028 0.101
H -2.76131 -3.04638 5.64357 0.150 0.005 -0.136
H -1.51358 -1.79746 5.71587 -0.027 0.021 -0.092
H -2.10708 -1.58531 8.53361 -0.054 0.082 -0.241
H 3.29656 -1.12537 4.62310 0.286 0.077 -0.010
H 3.89874 -0.55742 3.21047 0.049 -0.045 0.069
H 1.08057 -0.90551 4.88778 -0.381 0.250 -0.081
C 1.31225 -5.37151 -0.81351 0.137 -0.190 0.143
C 2.69367 -5.91732 -1.09713 0.070 -0.180 0.150
O 3.01675 -5.28250 -2.33246 -0.105 0.071 -0.061
C 2.28147 -4.13908 -2.43182 0.316 0.019 0.123
O 2.46626 -3.29205 -3.23306 -0.074 -0.059 -0.377
O 1.33402 -4.10479 -1.46117 -0.099 -0.083 -0.055
H 1.11217 -5.24900 0.24937 0.204 0.112 -0.109
H 0.52673 -5.98574 -1.26351 0.063 -0.043 -0.014
H 3.42229 -5.61631 -0.34328 -0.037 0.030 0.022
H 2.70825 -6.99964 -1.19702 0.059 0.025 -0.136
C -5.58367 0.05507 0.71973 0.020 -0.088 0.020
C -4.29563 -0.32885 0.02696 0.364 -0.052 0.265
O -4.43211 0.31813 -1.23940 -0.209 0.117 -0.103
C -5.27004 1.36615 -1.09942 0.310 -0.067 0.027
O -5.41885 2.22226 -1.91216 -0.274 0.045 0.145
O -5.89400 1.31691 0.10653 -0.047 -0.013 -0.035
H -5.47894 0.18004 1.79489 -0.019 0.122 -0.009
H -6.39069 -0.65122 0.51591 -0.003 0.029 -0.042
H -3.41072 0.08228 0.52118 -0.027 0.074 0.053
H -4.14640 -1.39482 -0.09719 -0.256 0.177 -0.202
C 2.15835 -8.09011 3.75823 -0.002 0.048 0.231
C 2.21822 -6.80532 2.96105 0.008 0.142 0.174
O 2.54341 -7.28437 1.65206 -0.012 0.054 -0.060
C 2.14386 -8.57497 1.55582 -0.049 -0.082 -0.032
O 2.11909 -9.19492 0.54203 0.005 0.025 -0.055
O 1.77458 -9.04986 2.76311 0.021 0.061 -0.004
H 1.42789 -8.06603 4.56155 -0.072 -0.111 -0.062
H 3.12775 -8.37367 4.16471 0.052 0.016 0.016
H 1.25629 -6.28966 2.91875 -0.011 -0.031 -0.003
H 2.97891 -6.11331 3.31166 0.085 -0.020 -0.112
C 6.68004 2.66055 -1.97761 0.124 -0.037 0.140
C 5.81120 1.42351 -2.07978 0.015 -0.107 0.122
O 4.65167 1.93351 -2.73919 0.089 0.194 -0.185
C 4.99259 3.03884 -3.42790 -0.028 -0.042 0.055
O 4.29977 3.60610 -4.20893 0.027 0.019 -0.020
O 6.25722 3.43274 -3.10386 0.014 -0.031 0.029
H 7.74452 2.44716 -2.04489 -0.002 0.073 -0.130
H 6.48428 3.23020 -1.06663 -0.040 -0.018 -0.001
H 6.25848 0.64719 -2.70427 -0.007 0.032 -0.030
H 5.54315 0.99401 -1.11721 -0.237 0.054 -0.056
C -1.00161 -3.10581 0.69736 0.444 -0.110 0.049
C -1.21864 -4.59380 0.90235 0.017 0.073 -0.077
O -2.65039 -4.69533 0.96766 -0.136 0.034 -0.016
C -3.16762 -3.62782 0.32111 0.360 0.286 -0.094
O -4.31608 -3.46999 0.04115 -0.216 -0.400 0.133
O -2.20684 -2.73107 0.02491 -0.234 -0.158 -0.011
H -0.13678 -2.86302 0.08507 -0.067 0.109 -0.034
H -0.93691 -2.55440 1.63704 -0.032 -0.024 0.017
H -0.86760 -5.18816 0.05720 -0.334 0.122 0.130
H -0.77182 -4.97319 1.81793 -0.143 -0.014 0.106
C -3.40893 2.66554 -8.53572 -0.019 -0.182 -0.028
C -2.75480 3.12042 -9.82518 0.058 -0.129 -0.070
O -2.98755 4.53240 -9.80606 -0.018 -0.024 0.054
C -3.16898 4.91090 -8.51289 0.051 -0.074 0.137
O -3.20866 6.03122 -8.12768 -0.077 0.135 -0.166
O -3.28970 3.82566 -7.71522 -0.062 0.038 -0.079
H -2.91009 1.81971 -8.06917 0.048 0.105 0.125
H -4.46789 2.43211 -8.66404 0.003 0.021 -0.019
H -1.67797 2.94234 -9.83076 -0.003 0.007 0.041
H -3.19664 2.67570 -10.71346 -0.054 0.149 -0.034
C 3.97024 -3.62556 5.87373 -0.004 0.098 0.091
C 3.67533 -3.45846 7.35078 0.036 0.220 0.015
O 3.20989 -4.75861 7.72265 0.043 0.019 -0.039
C 3.70917 -5.65265 6.84114 -0.025 -0.062 -0.027
O 3.63811 -6.83333 6.96802 -0.005 -0.016 -0.108
O 4.29291 -5.02292 5.79329 -0.094 0.006 0.086
H 4.80100 -3.01715 5.52994 0.075 -0.174 -0.110
H 3.10089 -3.42522 5.24776 -0.005 -0.076 -0.020
H 4.56902 -3.22793 7.93373 0.020 -0.026 -0.024
H 2.91401 -2.70960 7.55554 -0.117 -0.140 0.050
```
Positions in Å, forces in eV/Å.

Computed properties:
* calculated total energy: -5704.75554 hartree
* lowest unoccupied orbital energy: 1.38 eV
* spin multiplicity: 1
* total charge: -1